(1)
Entry from the OMol25 dataset: a structure of composition C24H40AlBN6 in a non-equilibrium geometry (ωB97M-V with the def2-TZVPD basis set).

Calculated total energy: -41728.0390 eV
E_HOMO: -0.482 Ha
HOMO-LUMO gap: 2.082 eV
Total charge: +2
Lowest unoccupied orbital energy: -11.0 eV
Energy relative to the best compared isomer or geometry (same formula, charge and spin): 68.7 kJ/mol

```
72
Properties=species:S:1:pos:R:3:forces:R:3
Al 9.366233 28.667122 13.524773 -0.2133 0.6443 0.1564
B 8.938613 31.665106 13.597339 0.5546 -0.5690 -0.2298
H 9.600327 31.283670 12.717526 0.9006 -0.0741 -1.0368
H 8.565299 32.735262 13.348123 -0.6908 1.1926 -0.0774
H 8.137786 30.833592 13.717881 -1.3498 -0.5324 0.4859
H 9.569015 31.815899 14.555553 0.5302 -0.2195 1.3435
C 8.876408 32.933961 18.273759 -0.5572 -0.1717 -0.3797
C 7.989869 32.024296 19.147891 -0.3698 1.0339 -0.3161
C 8.442953 30.564510 18.999141 -0.0217 0.2566 -0.1825
C 8.584238 30.129400 17.587390 -0.0457 0.5460 0.4361
N 8.724990 29.842028 16.485376 -0.0137 -0.2908 -0.1634
H 8.477451 32.916420 17.254326 0.0742 0.2298 -0.0221
H 9.901212 32.579422 18.156846 0.0600 -0.0285 0.4152
H 8.885690 33.959479 18.634725 0.0212 0.0122 -0.0435
H 6.934514 32.226539 18.926961 0.0220 -0.5430 -0.6471
H 7.956911 32.422231 20.164953 0.8138 -0.7747 0.3050
H 7.809511 29.822045 19.479427 0.0622 0.1072 0.3238
H 9.448174 30.571083 19.420370 0.0135 -0.5659 0.1333
C 11.271789 30.920313 8.607581 0.4686 0.0715 -0.8312
C 12.623160 31.622490 8.850763 -0.4308 -0.9801 0.5935
C 13.081153 31.629695 10.329925 -0.0720 -0.4122 0.5940
C 12.326661 30.705899 11.203647 0.1698 0.4235 -0.4584
N 11.729900 29.991071 11.871140 -0.2087 -0.2585 0.2958
H 11.239647 30.741795 7.528983 -0.5126 0.4833 -0.0268
H 10.445377 31.541295 8.951399 -0.1786 -0.1254 -0.1330
H 11.154619 29.902653 8.978916 0.3309 0.1638 0.6003
H 12.547331 32.650849 8.509434 0.1836 -0.0117 -0.1735
H 13.370595 31.084723 8.272139 0.1273 0.2519 -0.0818
H 13.007029 32.616847 10.789188 -0.0298 0.0270 -0.0498
H 14.118976 31.314956 10.456881 0.0871 0.1811 -0.2387
C 3.819457 28.498953 16.447507 -0.8598 1.1625 1.2887
C 3.111963 28.708585 15.111821 0.5460 -0.8149 -0.0542
C 3.788138 29.840549 14.307436 0.7054 -0.4136 0.4150
C 5.140497 29.438394 13.856187 -0.6566 0.1115 0.1516
N 6.190944 29.090552 13.556057 0.3526 -0.0383 -0.1462
H 3.340963 27.850600 17.186210 -0.2508 -0.6038 -0.7460
H 3.677146 29.439297 17.005334 0.8045 0.1317 -0.1305
H 4.863039 28.196674 16.399899 0.0685 0.2325 -0.2582
H 2.068496 28.986742 15.236789 -0.0478 -0.1552 0.1291
H 3.181377 27.746257 14.601790 -0.3493 0.2399 -0.5037
H 3.946345 30.657929 15.013033 -0.0545 0.2773 -0.1096
H 3.213837 30.219184 13.466013 -0.0835 -0.1821 -0.0777
N 6.273125 33.263795 14.531120 -0.1830 0.1224 0.7291
C 5.798226 33.055722 15.796337 -0.6107 -0.4718 -1.0665
C 4.535194 33.665924 15.855987 -0.3676 0.4636 1.0502
C 4.320936 34.384278 14.700783 -0.2315 -0.5431 -0.2417
C 5.409329 34.096593 13.873807 0.4570 -0.3794 -0.5677
H 7.041493 32.748340 14.104414 0.2511 0.2157 0.2166
H 6.234358 32.403405 16.535268 0.3643 0.0002 -0.2197
H 3.859484 33.578420 16.694499 0.1234 0.1684 0.0222
H 3.433035 34.916870 14.405820 0.0965 0.1977 0.0905
H 5.589276 34.379443 12.848566 0.0546 0.1054 0.0465
N 8.012805 33.237608 11.096281 -0.1624 1.2633 -0.7449
C 7.061587 32.395877 10.675952 -0.2786 -0.4271 0.6782
C 6.810039 32.629526 9.307648 -0.8019 -0.7201 0.2322
C 7.613019 33.650182 8.918378 0.3447 0.7915 -0.4653
C 8.351467 34.076990 10.051879 -0.2191 -0.6861 0.5357
H 8.235884 33.329187 12.092649 0.4743 -0.2178 -0.4387
H 6.597727 31.721771 11.383940 0.0886 -0.1666 -0.1860
H 6.053010 32.113935 8.739062 0.1614 -0.0324 -0.1199
H 7.603267 34.062228 7.921704 0.3286 0.2184 0.1271
H 9.038275 34.892125 10.208961 0.0292 0.0089 -0.1742
N 11.739044 33.045974 14.018732 0.2212 0.7264 -0.3067
C 12.802415 32.761294 14.848168 -2.1811 -1.0392 -1.2437
C 13.907883 33.423965 14.353267 0.8668 0.6402 -0.1305
C 13.506416 34.161369 13.234180 0.9623 0.2417 0.8210
C 12.147105 33.926867 13.058407 -0.6208 -0.7301 0.3439
H 10.797999 32.630431 14.031524 0.4093 -0.0904 0.2928
H 12.612837 31.949107 15.531131 0.5387 0.2560 0.4986
H 14.881292 33.370180 14.814210 0.0472 0.1346 -0.1801
H 14.113225 34.875235 12.701520 -0.0212 -0.1347 -0.1653
H 11.466694 34.298797 12.312393 -0.0415 0.0698 0.0173
```
Positions in Å, forces in eV/Å.

These are the Mulliken partial charges, in e, on atoms 1 to 4: 0.745, 1.423, -0.278, -0.739

(2)
Entry from the OMol25 dataset: a structure of composition C24H40ClF16LiNO10 in a non-equilibrium geometry (ωB97M-V with the def2-TZVPD basis set).

Calculated total energy: -103691.3123 eV
E_HOMO: -0.470 Ha
HOMO-LUMO gap: 9.141 eV
Total charge: +1
Lowest unoccupied orbital energy: -3.6 eV

```
93
Properties=species:S:1:pos:R:3:forces:R:3
Li -1.532899 -1.626059 -0.499648 0.8371 -1.1838 0.1467
C -0.419489 4.577271 2.427642 0.6623 -1.6327 -0.7350
O -1.582709 4.393731 1.596162 -2.1731 -0.9882 0.0809
C -2.447949 3.244851 2.030122 1.0611 0.7411 0.5677
C -3.361139 2.648791 0.934462 1.3613 0.1644 -0.8639
N -2.525129 2.508901 -0.367238 -0.6908 0.5876 -0.6006
H -1.556269 2.414891 -0.097838 0.9424 -0.0437 0.6650
H -2.704199 1.604061 -0.778698 -0.4832 -0.1312 -0.2858
C -2.464639 3.571961 -1.476008 -1.0544 -0.1658 1.1765
C -3.702999 3.646781 -2.415138 -1.4221 0.4109 -0.0942
O -4.944299 3.231131 -1.771988 2.5879 -0.1271 1.6776
C -6.122439 3.700461 -2.326398 -0.3875 0.4807 -1.6016
H 0.330931 3.940031 1.959782 0.2555 -0.5290 0.4359
H -0.604549 4.234401 3.445632 0.0710 0.3965 0.0490
H 0.096681 5.534691 2.356872 -1.1731 0.5188 0.0772
H -3.093019 3.500671 2.870682 -0.2096 0.6649 -0.1108
H -1.814419 2.496461 2.506202 0.3747 -0.3503 -0.6115
H -4.309559 3.175031 0.826512 0.4304 0.2460 -0.6697
H -3.607909 1.593311 1.049222 -0.0484 0.1732 1.0656
H -1.481529 3.397711 -1.913308 -0.3460 0.0927 -0.6064
H -2.396419 4.484421 -0.883668 -0.0042 0.1065 -0.2325
H -3.697249 3.193031 -3.406188 0.7666 -0.8769 0.1691
H -3.787029 4.691661 -2.713918 -0.0019 0.3966 0.3802
H -6.177289 3.269971 -3.326288 -0.6560 -0.1762 -0.2006
H -6.144949 4.777141 -2.494788 0.2524 0.3049 0.3073
H -6.997479 3.452091 -1.725798 0.3554 -0.3305 0.0740
Cl 0.714491 0.266211 0.526232 3.3473 2.5952 1.0239
O 0.566551 -0.703239 -0.492578 -0.9660 -2.7382 -1.5072
O 2.122151 0.349581 0.941112 -2.4114 -0.3190 -0.4115
O 0.318431 1.514191 -0.086438 -0.4907 1.1120 -0.0488
O -0.159039 0.004161 1.620882 -0.7115 -0.6582 0.7453
C 3.058841 0.162211 -2.715798 -2.4404 -0.0402 0.5029
C 4.224961 -0.627209 -2.147898 -0.0716 1.0015 -0.1161
C 5.541951 0.228161 -1.970068 1.8456 -0.3163 1.6522
F 5.943841 0.814861 -3.046608 -0.0147 0.8466 -3.5855
F 5.541501 1.311161 -1.078368 -1.6279 -1.4006 0.2862
F 3.952561 -1.131759 -0.947028 -0.4154 0.1763 0.8688
F 4.328671 -1.743189 -2.951898 1.0388 1.0296 0.0026
O 3.332111 0.655991 -3.969718 -0.0762 0.3744 -4.0204
C 2.190571 0.930881 -4.816018 2.9582 -2.4283 1.1008
C 2.576491 1.022831 -6.312608 2.4053 1.4756 1.1766
F 3.244091 -0.054749 -6.775528 -0.4265 0.0934 0.5127
F 1.513541 1.243871 -7.036238 -2.0190 -0.2606 -0.9060
F 1.280491 -0.036589 -4.725118 -0.9070 -0.8606 0.3595
F 1.668291 2.021541 -4.345958 -1.2641 1.9921 0.0176
H 2.600331 1.000091 -2.190598 0.7744 -0.1541 1.2696
H 2.230421 -0.537649 -2.825378 0.1138 -0.5093 0.4488
H 6.420541 -0.347689 -1.679258 -0.5579 -0.9055 0.6756
H 3.179421 1.926621 -6.400458 0.6411 -0.1474 -0.1102
C 3.417131 -0.080549 5.677732 -1.6300 -0.5853 1.0751
C 1.924371 0.228901 5.810892 2.0155 1.4339 -1.6589
C 1.060541 -0.710839 5.024212 0.2727 2.7638 -3.0002
F 1.114981 -1.911699 5.386122 0.8776 -5.4996 2.8173
F -0.218339 -0.381779 5.085132 -1.9847 1.3259 0.0935
F 1.692831 0.197581 7.112102 -0.8672 0.1018 1.1206
F 1.756781 1.487381 5.309392 -1.0291 0.1956 0.2637
O 3.930261 -0.037289 4.377622 0.7732 1.2585 -1.5723
C 4.797601 1.060711 4.118502 -0.1938 -0.6744 1.2405
C 5.390651 1.175311 2.689092 -2.9239 -0.8040 -1.7797
F 6.192211 2.157821 2.427272 1.8501 3.0845 1.3337
F 6.089511 0.123771 2.300952 0.0116 -2.1570 0.3794
F 4.191471 2.235951 4.423942 0.0295 -0.2489 -0.4195
F 5.803621 0.931201 4.975412 1.1351 0.1857 0.7364
H 3.274951 -1.092859 6.056042 1.7437 -0.5399 -0.1401
H 3.876111 0.569661 6.422482 0.4298 -0.1856 -0.2573
H 1.378911 -0.774129 3.983662 0.1365 1.1977 -0.4384
H 4.573511 1.390711 2.000622 -0.7295 -0.8500 0.0225
C -0.370419 -3.670099 -4.164968 -2.9615 -1.5325 1.7089
C -1.858959 -4.218709 -3.819268 -0.0691 -0.4948 -0.3088
C -2.026259 -4.319049 -2.285508 0.5788 0.0330 -1.9784
O -1.176959 -3.294459 -1.869198 1.5650 2.2822 0.7951
C 0.030391 -3.245279 -2.735738 -0.2198 -0.6296 -0.8836
H -0.381689 -2.869119 -4.904148 0.0939 -0.2956 0.0864
H 0.048511 -4.620779 -4.494828 0.9719 0.7106 -0.1986
H -1.989729 -5.241659 -4.172188 -0.1395 0.2322 -0.6782
H -2.640749 -3.568269 -4.211478 0.0619 -0.1107 -0.1541
H -1.704149 -5.281389 -1.887708 0.0876 -0.1236 0.0530
H -3.073529 -4.157079 -2.030368 0.1683 0.2870 0.3701
H 0.752411 -3.978909 -2.377178 0.0502 0.3224 0.4519
H 0.453251 -2.243609 -2.812828 -0.1919 -0.0148 0.8810
C -2.372929 -4.278479 2.819802 -1.6239 0.0401 2.0141
C -3.710479 -3.713289 2.402092 -1.7078 -0.8703 1.7496
C -3.525709 -3.692889 0.943702 -0.4920 -1.0279 -1.0438
O -2.248959 -3.143809 0.817082 2.2398 2.8197 -0.5803
C -1.459499 -3.478819 1.992562 1.5621 -2.0122 -0.5908
H -2.409329 -5.348429 2.614912 0.4693 0.0409 -0.1452
H -2.222429 -4.140309 3.890482 0.1721 -0.0965 -0.0269
H -3.914509 -2.760429 2.890492 0.2461 0.4318 -0.4995
H -4.520259 -4.339299 2.776882 -0.1128 -0.2276 -0.3586
H -4.277099 -3.262549 0.281652 0.1508 0.9021 0.2976
H -3.399859 -4.680519 0.500012 -0.5151 -0.6941 0.4574
H -0.886769 -2.728039 2.536992 -0.8053 0.9293 -0.5359
H -0.704629 -4.222259 1.736512 0.4716 0.3884 -0.8964
```
Positions in Å, forces in eV/Å.

These are the Mulliken partial charges, in e, on atoms 1 to 4: 0.802, -0.651, -0.385, -0.422

> Which formula does entry 1 have?

C24H40AlBN6